C15H22N2O3S in the gas phase at a distorted geometry, computed with ωB97M-V/def2-TZVPD.

SMILES string: CC(C)CC(=O)Nc1ccc(S(=O)(=O)N2CCCC2)cc1
Gap between HOMO and LUMO in eV: 9.4634
Electronic energy in eV: -35870.2242

Each line ends with the natural charge from an NBO analysis.
Atoms and positions in Å:
C  -6.152  -0.481  0.842  -0.611
C  -5.204  -0.816  -0.306  -0.207
C  -5.207  -2.318  -0.581  -0.600
C  -3.774  -0.350  0.010  -0.511
C  -3.613  1.144  -0.132  0.701
O  -4.531  1.933  -0.132  -0.600
N  -2.341  1.636  -0.324  -0.636
C  -1.086  1.047  -0.433  0.254
C  -0.152  1.669  -1.270  -0.252
C  1.117  1.149  -1.418  -0.161
C  1.468  0.004  -0.727  -0.353
S  3.129  -0.629  -0.907  2.319
O  3.195  -1.921  -0.279  -0.945
O  3.528  -0.515  -2.279  -0.938
N  3.961  0.539  -0.027  -0.674
C  4.057  0.255  1.400  -0.243
C  5.551  0.315  1.761  -0.415
C  6.247  0.152  0.410  -0.417
C  5.285  0.885  -0.521  -0.230
C  0.571  -0.609  0.122  -0.158
C  -0.703  -0.091  0.278  -0.280
H  -7.166  -0.782  0.594  0.208
H  -5.851  -1.001  1.750  0.192
H  -6.146  0.589  1.030  0.236
H  -5.546  -0.289  -1.202  0.209
H  -6.215  -2.657  -0.806  0.213
H  -4.569  -2.561  -1.428  0.205
H  -4.849  -2.865  0.289  0.199
H  -3.536  -0.632  1.038  0.227
H  -3.063  -0.842  -0.657  0.230
H  -2.362  2.621  -0.570  0.407
H  -0.437  2.562  -1.808  0.215
H  1.843  1.607  -2.070  0.240
H  3.644  -0.740  1.581  0.226
H  3.469  0.990  1.957  0.199
H  5.794  1.288  2.190  0.203
H  5.826  -0.459  2.473  0.222
H  7.251  0.571  0.396  0.218
H  6.292  -0.902  0.132  0.211
H  5.360  0.589  -1.565  0.243
H  5.413  1.970  -0.440  0.190
H  0.881  -1.494  0.655  0.243
H  -1.379  -0.557  0.973  0.224

C15H22N2O4 in the gas phase, computed with ωB97M-V/def2-TZVPD.

SMILES string: CCCCNC(=O)OCCNC(=O)Oc1cccc(C)c1
Gap between HOMO and LUMO in eV: 9.8017
Electronic energy in eV: -27084.0786

Each line ends with the natural charge from an NBO analysis.
Atoms and positions in Å:
C  -1.740  -2.720  1.866  -0.599
C  -0.745  -2.916  0.728  -0.391
C  -0.645  -1.656  -0.127  -0.423
C  0.363  -1.780  -1.271  -0.217
N  1.728  -1.680  -0.806  -0.620
C  2.460  -0.565  -0.986  0.895
O  2.203  0.338  -1.745  -0.675
O  3.595  -0.630  -0.236  -0.525
C  4.415  0.527  -0.234  -0.086
C  3.956  1.528  0.838  -0.247
N  2.731  2.204  0.485  -0.622
C  1.525  1.635  0.743  0.899
O  1.334  0.717  1.500  -0.653
O  0.566  2.294  0.053  -0.524
C  -0.752  1.873  0.164  0.373
C  -1.367  1.677  1.392  -0.273
C  -2.690  1.271  1.417  -0.192
C  -3.389  1.074  0.240  -0.236
C  -2.778  1.281  -0.991  0.008
C  -3.539  1.086  -2.268  -0.631
C  -1.451  1.680  -1.019  -0.285
H  -1.812  -3.617  2.475  0.205
H  -1.424  -1.894  2.498  0.208
H  -2.727  -2.488  1.471  0.201
H  0.233  -3.157  1.150  0.184
H  -1.058  -3.758  0.106  0.191
H  -1.627  -1.428  -0.547  0.205
H  -0.350  -0.818  0.506  0.230
H  0.224  -0.966  -1.986  0.230
H  0.236  -2.735  -1.791  0.188
H  2.010  -2.279  -0.046  0.402
H  4.387  0.994  -1.225  0.201
H  5.424  0.174  -0.011  0.195
H  3.767  0.987  1.768  0.233
H  4.737  2.275  0.995  0.204
H  2.754  2.808  -0.324  0.406
H  -0.815  1.825  2.306  0.233
H  -3.177  1.107  2.366  0.215
H  -4.421  0.755  0.276  0.210
H  -4.052  2.009  -2.538  0.222
H  -2.868  0.822  -3.082  0.217
H  -4.289  0.306  -2.158  0.216
H  -0.936  1.838  -1.954  0.227

C15H22N2O4 in the gas phase at a distorted geometry, computed with ωB97M-V/def2-TZVPD.

SMILES string: CC(C)C[C@H](NC(=O)[C@@H](N)Cc1ccc(O)cc1)C(=O)O
Gap between HOMO and LUMO in eV: 9.1414
Electronic energy in eV: -27077.9421

Each line ends with the natural charge from an NBO analysis.
Atoms and positions in Å:
C  -2.574  -2.144  1.278  -0.617
C  -3.555  -1.343  2.164  -0.244
C  -4.953  -1.676  1.987  -0.602
C  -3.343  0.074  1.911  -0.393
C  -1.976  0.694  2.170  -0.164
N  -1.041  0.443  0.981  -0.672
C  0.169  0.993  1.017  0.666
O  0.669  1.604  1.979  -0.663
C  0.915  0.619  -0.335  -0.159
N  -0.090  0.093  -1.197  -0.843
C  1.873  1.705  -0.870  -0.424
C  2.693  0.961  -2.025  -0.044
C  2.462  1.141  -3.440  -0.194
C  3.347  0.666  -4.404  -0.310
C  4.593  0.198  -4.082  0.320
O  5.609  -0.189  -4.986  -0.677
C  4.931  0.045  -2.676  -0.300
C  4.025  0.361  -1.731  -0.187
C  -1.324  0.446  3.492  0.800
O  -1.986  0.765  4.494  -0.603
O  -0.217  -0.318  3.289  -0.653
H  -1.535  -1.941  1.745  0.236
H  -3.002  -3.212  1.062  0.225
H  -2.543  -1.534  0.306  0.174
H  -3.184  -1.625  3.155  0.197
H  -5.108  -1.503  0.932  0.204
H  -5.262  -2.620  2.301  0.217
H  -5.572  -1.099  2.747  0.215
H  -3.684  0.390  0.985  0.213
H  -3.926  0.501  2.801  0.238
H  -1.882  1.817  2.246  0.252
H  -1.173  -0.234  0.132  0.462
H  1.748  0.004  0.050  0.230
H  0.127  -0.786  -1.788  0.399
H  -0.467  0.790  -1.749  0.375
H  2.608  2.250  -0.101  0.264
H  1.381  2.507  -1.523  0.207
H  1.695  1.892  -3.767  0.213
H  3.338  0.841  -5.456  0.229
H  6.229  -0.865  -4.386  0.485
H  6.042  -0.147  -2.449  0.213
H  4.135  0.152  -0.566  0.216
H  -0.191  -0.714  4.308  0.499